The following is a quantum chemistry calculation of 8 unconnected molecules or ions with the total composition C62H72F7N3O3 in a non-equilibrium geometry, from OMol25.

Last columns: bonded neighbours and bond lengths (Å).
Atoms and positions in Å:
1 N -2.748 -7.212 1.388  C2 1.495, H27 1.018, H28 1.022
2 C -3.529 -6.297 0.501  N1 1.495, C3 1.558, H29 1.115, H30 1.111
3 C -4.211 -5.172 1.336  C2 1.558, O4 1.428, C5 1.591, H31 1.127
4 O -5.166 -5.766 2.217  C3 1.428, H32 0.971
5 C -4.894 -4.045 0.446  C3 1.591, O6 1.433, H33 1.120, H34 1.115
6 O -4.319 -3.969 -0.865  C5 1.433, C7 1.369
7 C -4.734 -2.864 -1.559  O6 1.369, O8 1.208, N9 1.428
8 O -5.641 -2.197 -1.121  C7 1.208
9 N -4.181 -2.475 -2.816  C7 1.428, C10 1.489, H35 1.022
10 C -2.890 -3.143 -3.142  N9 1.489, C11 1.591, H36 1.108, H37 1.117
11 C -1.967 -2.048 -3.835  C10 1.591, C12 1.582, H38 1.112, H39 1.120
12 C -1.145 -1.345 -2.681  C11 1.582, C13 1.573, H40 1.118, H41 1.120
13 C 0.416 -1.475 -2.815  C12 1.573, C14 1.596, H42 1.116, H43 1.119
14 C 1.053 -1.322 -1.360  C13 1.596, C15 1.567, H44 1.123, H45 1.116
15 C 1.486 0.143 -1.012  C14 1.567, C16 1.568, H46 1.122, H47 1.124
16 C 0.312 1.173 -0.879  C15 1.568, C17 1.569, H48 1.121, H49 1.122
17 C -0.866 0.720 0.052  C16 1.569, C18 1.580, H50 1.113, H51 1.115
18 C -2.049 1.753 -0.127  C17 1.580, C19 1.570, H52 1.123, H53 1.120
19 C -1.979 2.992 0.833  C18 1.570, C20 1.569, H54 1.125, H55 1.116
20 C -2.654 2.775 2.233  C19 1.569, C21 1.576, H56 1.113, H57 1.124
21 C -1.917 1.732 3.157  C20 1.576, N22 1.482, H58 1.115, H59 1.113
22 N -2.618 0.432 3.273  C21 1.482, C23 1.375, C26 1.377
23 C -3.764 -0.039 2.676  N22 1.375, C24 1.434, H60 1.101
24 C -3.966 -1.349 3.222  C23 1.434, C25 1.467, H61 1.102
25 C -2.863 -1.647 4.142  C24 1.467, C26 1.433, H62 1.103
26 C -2.034 -0.478 4.127  N22 1.377, C25 1.433, H63 1.100
27 H -1.754 -7.039 1.252  N1 1.018
28 H -2.969 -7.030 2.368  N1 1.022
29 H -4.327 -6.882 -0.014  C2 1.115
30 H -2.795 -5.839 -0.196  C2 1.111
31 H -3.398 -4.648 1.912  C3 1.127
32 H -5.442 -5.093 2.861  O4 0.971
33 H -4.706 -3.089 0.998  C5 1.120
34 H -5.988 -4.264 0.425  C5 1.115
35 H -4.880 -2.755 -3.507  N9 1.022
36 H -2.373 -3.602 -2.276  C10 1.108
37 H -3.067 -3.931 -3.914  C10 1.117
38 H -1.316 -2.475 -4.628  C11 1.112
39 H -2.655 -1.272 -4.258  C11 1.120
40 H -1.389 -0.259 -2.580  C12 1.118
41 H -1.422 -1.808 -1.699  C12 1.120
42 H 0.700 -2.499 -3.155  C13 1.116
43 H 0.857 -0.731 -3.526  C13 1.119
44 H 1.997 -1.931 -1.394  C14 1.123
45 H 0.419 -1.790 -0.570  C14 1.116
46 H 2.174 0.515 -1.817  C15 1.122
47 H 2.109 0.104 -0.077  C15 1.124
48 H -0.029 1.517 -1.890  C16 1.121
49 H 0.753 2.090 -0.404  C16 1.122
50 H -1.281 -0.284 -0.187  C17 1.113
51 H -0.468 0.673 1.093  C17 1.115
52 H -1.961 2.161 -1.170  C18 1.123
53 H -3.054 1.260 -0.095  C18 1.120
54 H -2.563 3.810 0.327  C19 1.125
55 H -0.950 3.401 0.979  C19 1.116
56 H -3.741 2.573 2.112  C20 1.113
57 H -2.588 3.762 2.767  C20 1.124
58 H -0.833 1.629 2.915  C21 1.115
59 H -1.947 2.174 4.178  C21 1.113
60 H -4.353 0.532 1.942  C23 1.101
61 H -4.840 -1.962 2.949  C24 1.102
62 H -2.738 -2.592 4.697  C25 1.103
63 H -1.109 -0.386 4.715  C26 1.100
64 F 1.388 3.595 -2.060  C65 1.345
65 C 2.340 4.526 -1.864  F64 1.345, C66 1.382, C70 1.383
66 C 3.303 4.722 -2.835  C65 1.382, C67 1.388, H71 1.082
67 C 4.283 5.685 -2.636  C66 1.388, C68 1.390, H72 1.083
68 C 4.294 6.432 -1.463  C67 1.390, C69 1.390, H73 1.084
69 C 3.322 6.220 -0.493  C68 1.390, C70 1.389, H74 1.083
70 C 2.335 5.265 -0.695  C65 1.383, C69 1.389, H75 1.083
71 H 3.284 4.125 -3.738  C66 1.082
72 H 5.038 5.852 -3.394  C67 1.083
73 H 5.061 7.180 -1.307  C68 1.084
74 H 3.333 6.800 0.422  C69 1.083
75 H 1.564 5.092 0.046  C70 1.083
76 F 4.480 3.719 -5.765  C77 1.347
77 C 3.770 3.220 -6.796  F76 1.347, C78 1.382, C82 1.382
78 C 4.287 2.166 -7.525  C77 1.382, C79 1.388, H83 1.083
79 C 3.554 1.649 -8.585  C78 1.388, C80 1.390, H84 1.083
80 C 2.319 2.199 -8.908  C79 1.390, C81 1.390, H85 1.084
81 C 1.814 3.262 -8.169  C80 1.390, C82 1.389, H86 1.083
82 C 2.541 3.774 -7.102  C77 1.382, C81 1.389, H87 1.083
83 H 5.255 1.756 -7.263  C78 1.083
84 H 3.945 0.818 -9.158  C79 1.083
85 H 1.749 1.797 -9.737  C80 1.084
86 H 0.853 3.693 -8.423  C81 1.083
87 H 2.160 4.596 -6.509  C82 1.083
88 F -6.300 -13.660 -0.552  C89 1.346
89 C -5.710 -12.524 -0.136  F88 1.346, C90 1.383, C94 1.382
90 C -5.627 -12.261 1.219  C89 1.383, C91 1.389, H95 1.083
91 C -5.013 -11.091 1.648  C90 1.389, C92 1.390, H96 1.083
92 C -4.500 -10.194 0.718  C91 1.390, C93 1.389, H97 1.085
93 C -4.595 -10.470 -0.640  C92 1.389, C94 1.389, H98 1.083
94 C -5.198 -11.644 -1.071  C89 1.382, C93 1.389, H99 1.083
95 H -6.040 -12.968 1.928  C90 1.083
96 H -4.936 -10.878 2.707  C91 1.083
97 H -4.025 -9.278 1.054  C92 1.085
98 H -4.199 -9.769 -1.365  C93 1.083
99 H -5.274 -11.880 -2.126  C94 1.083
100 F 7.104 -0.850 -6.761  C101 1.348
101 C 8.059 0.082 -6.568  F100 1.348, C102 1.383, C106 1.383
102 C 9.023 0.276 -7.540  C101 1.383, C103 1.388, H107 1.083
103 C 10.003 1.239 -7.343  C102 1.388, C104 1.389, H108 1.083
104 C 10.015 1.989 -6.173  C103 1.389, C105 1.389, H109 1.083
105 C 9.043 1.780 -5.202  C104 1.389, C106 1.388, H110 1.083
106 C 8.056 0.825 -5.402  C101 1.383, C105 1.388, H111 1.083
107 H 9.003 -0.324 -8.442  C102 1.083
108 H 10.759 1.404 -8.101  C103 1.083
109 H 10.783 2.737 -6.018  C104 1.083
110 H 9.055 2.361 -4.288  C105 1.083
111 H 7.286 0.656 -4.660  C106 1.083
112 F -0.590 3.157 5.368  C113 1.348
113 C -1.182 3.488 6.533  F112 1.348, C114 1.382, C118 1.382
114 C -0.996 2.681 7.640  C113 1.382, C115 1.388, H119 1.083
115 C -1.602 3.026 8.840  C114 1.388, C116 1.390, H120 1.083
116 C -2.394 4.166 8.915  C115 1.390, C117 1.389, H121 1.084
117 C -2.576 4.965 7.793  C116 1.389, C118 1.388, H122 1.083
118 C -1.962 4.628 6.595  C113 1.382, C117 1.388, H123 1.083
119 H -0.382 1.793 7.559  C114 1.083
120 H -1.458 2.406 9.716  C115 1.083
121 H -2.870 4.431 9.852  C116 1.084
122 H -3.196 5.851 7.851  C117 1.083
123 H -2.085 5.243 5.712  C118 1.083
124 F 9.771 -1.786 -4.137  C125 1.345
125 C 8.856 -2.626 -3.622  F124 1.345, C126 1.383, C130 1.383
126 C 9.014 -3.089 -2.328  C125 1.383, C127 1.389, H131 1.083
127 C 8.066 -3.953 -1.795  C126 1.389, C128 1.390, H132 1.083
128 C 6.979 -4.351 -2.564  C127 1.390, C129 1.390, H133 1.084
129 C 6.836 -3.881 -3.865  C128 1.390, C130 1.389, H134 1.083
130 C 7.776 -3.009 -4.396  C125 1.383, C129 1.389, H135 1.082
131 H 9.872 -2.774 -1.747  C126 1.083
132 H 8.175 -4.316 -0.781  C127 1.083
133 H 6.242 -5.028 -2.149  C128 1.084
134 H 5.990 -4.195 -4.465  C129 1.083
135 H 7.676 -2.627 -5.403  C130 1.082
136 F -3.668 8.431 7.958  C137 1.346
137 C -4.259 8.765 9.120  F136 1.346, C138 1.382, C142 1.382
138 C -4.074 7.960 10.229  C137 1.382, C139 1.388, H143 1.083
139 C -4.680 8.307 11.429  C138 1.388, C140 1.390, H144 1.083
140 C -5.470 9.448 11.503  C139 1.390, C141 1.390, H145 1.083
141 C -5.651 10.245 10.379  C140 1.390, C142 1.389, H146 1.083
142 C -5.038 9.905 9.180  C137 1.382, C141 1.389, H147 1.083
143 H -3.461 7.071 10.149  C138 1.083
144 H -4.536 7.688 12.306  C139 1.083
145 H -5.946 9.715 12.439  C140 1.083
146 H -6.271 11.131 10.436  C141 1.083
147 H -5.160 10.519 8.296  C142 1.083

Computed properties:
max |F|: 3.48 eV/A
HOMO-LUMO gap: 8.6 eV
HOMO level: -8.063 eV
SMILES: NC[C@H](O)COC(=O)NCCCCCCCCCCCCn1cccc1.Fc1ccccc1.Fc1ccccc1.Fc1ccccc1.Fc1ccccc1.Fc1ccccc1.Fc1ccccc1.Fc1ccccc1